Entry 1:
{"formula": "C35H16Cl2F9GeN4O2Tc", "method": "the ωB97M-V functional and the def2-TZVPD basis", "spin_multiplicity": 1, "homo_lumo_gap_ev": [3.391, 3.329], "e_lumo_ev": [-10.4078, -10.4691], "total_charge": 2, "species": ["Tc", "Ge", "Cl", "Cl", "F", "F", "F", "F", "F", "F", "F", "F", "F", "O", "O", "N", "N", "N", "N", "C", "C", "C", "C", "C", "C", "C", "C", "C", "C", "C", "C", "C", "C", "C", "C", "C", "C", "C", "C", "C", "C", "C", "C", "C", "C", "C", "C", "C", "C", "C", "C", "C", "C", "C", "H", "H", "H", "H", "H", "H", "H", "H", "H", "H", "H", "H", "H", "H", "H", "H"], "positions_angstrom": [[-1.1927, 0.7126, -0.3805], [-0.5761, -2.9644, -0.1964], [-3.5859, 2.8633, 3.2429], [-1.7129, 4.7154, 2.0045], [-2.4425, -1.5608, -2.8547], [-1.3357, 0.7886, -3.2536], [5.0585, 3.9736, -0.4191], [0.4355, 4.2734, -1.2392], [0.4911, 6.8328, -0.5625], [-3.9349, -0.1778, -3.6019], [-2.9306, 1.8295, -2.2051], [5.0826, 6.4518, 0.4260], [-3.9205, -0.7300, -1.4939], [-2.8698, 1.2173, 0.6075], [-0.9331, 1.9499, 1.3090], [0.5189, 1.2500, -1.0396], [4.7233, 8.9372, 2.0755], [0.5127, 9.1037, 1.4626], [4.7098, 1.0506, -1.3619], [-3.1717, -0.4821, -2.5755], [-1.7803, -4.9217, -1.9372], [2.6678, 2.6146, -1.0476], [-2.8634, -5.5422, -2.5489], [1.6792, -4.6662, -0.7111], [1.5656, 6.1198, -0.4308], [-0.7665, -2.8162, 1.7447], [-0.0354, -1.7624, 3.7937], [3.9613, 5.9392, 0.0359], [3.9630, -3.9265, -0.8323], [2.7538, 6.7192, 0.1362], [3.8529, 8.4682, 1.4802], [-2.2069, 0.6685, -2.2521], [3.9392, 4.6569, -0.4049], [-1.5856, -3.6784, 2.4693], [-4.1550, -5.2902, -2.1008], [3.0355, -4.9534, -0.7842], [-2.0128, -4.0256, -0.8915], [2.1898, -2.3122, -0.7109], [0.0045, -1.8483, 2.4077], [3.8294, 1.7796, -1.2255], [-0.8860, -0.9942, -0.5220], [1.5011, 1.9207, -1.0835], [1.2516, -3.3458, -0.6590], [1.4874, 8.5822, 1.1339], [2.7107, 7.8983, 0.8320], [-2.8528, 3.4129, 1.7275], [3.5455, -2.6053, -0.7848], [-2.1855, 2.1600, 1.1951], [-0.8603, -2.6192, 4.5130], [2.7247, 4.0227, -0.7679], [-4.3823, -4.3982, -1.0577], [-1.6246, -3.5775, 3.8570], [1.5573, 4.8217, -0.8077], [-3.3097, -3.7708, -0.4355], [4.2773, -1.8091, -0.8055], [-3.6366, 3.7577, 1.0676], [-0.7775, -5.1186, -2.2981], [-0.9194, -2.5293, 5.5907], [0.9609, -5.4778, -0.6955], [-4.9894, -5.8033, -2.5586], [0.6429, -1.1663, 1.8520], [0.5690, -1.0258, 4.3078], [1.8585, -1.2775, -0.6895], [-2.2540, -4.2539, 4.4226], [-2.6941, -6.2258, -3.3709], [-5.3917, -4.1852, -0.7264], [3.3667, -5.9841, -0.8029], [-3.4915, -3.0753, 0.3781], [5.0178, -4.1530, -0.9175], [-2.1777, -4.4378, 1.9720]], "forces_ev_per_angstrom": [[1.9, -2.9, -2.2], [0.0, -1.3, 1.0], [-0.1, 0.0, 0.0], [0.1, 0.0, -0.2], [-0.1, -0.2, -0.1], [0.5, 0.0, -0.1], [0.2, -0.1, 0.0], [-0.3, -0.1, -0.1], [-0.4, 0.2, 0.1], [-0.1, 0.0, 0.0], [0.1, -0.1, 0.1], [0.4, 0.2, 0.2], [-0.1, 0.0, -0.2], [0.4, 0.6, 0.4], [-1.1, 0.4, -0.2], [0.9, 0.6, 0.2], [-0.4, -0.1, -0.3], [0.4, -0.2, -0.1], [-0.3, 0.2, 0.0], [0.2, 0.0, 0.4], [-0.4, 0.2, -0.1], [0.3, -0.3, -0.2], [0.1, -0.1, 0.2], [0.0, -0.2, 0.0], [0.4, 0.1, 0.2], [0.3, 0.6, -0.2], [-0.1, 0.1, -0.2], [-0.3, 0.2, 0.0], [0.1, 0.0, 0.0], [-0.1, -0.1, -0.3], [0.2, 0.1, 0.1], [-0.8, 0.5, 0.1], [-0.2, -0.4, -0.1], [0.2, 0.1, 0.1], [0.1, 0.0, 0.0], [-0.1, -0.1, -0.1], [0.2, 0.3, -0.3], [0.1, -0.2, 0.1], [-0.3, -0.3, 0.2], [0.2, -0.1, 0.0], [-1.0, 2.9, 0.5], [-0.8, -0.3, 0.1], [0.0, 0.6, -0.2], [-0.2, 0.1, 0.0], [0.0, 0.3, 0.5], [0.0, -0.4, 0.3], [-0.1, 0.2, -0.1], [0.1, -0.3, 0.7], [-0.1, 0.0, 0.0], [0.0, -0.2, 0.1], [0.1, 0.0, 0.2], [0.0, 0.0, 0.0], [0.2, -0.3, 0.0], [-0.1, -0.1, -0.4], [0.0, 0.0, -0.1], [-0.1, 0.0, -0.2], [0.0, 0.1, 0.0], [0.1, -0.1, 0.0], [0.0, 0.0, 0.1], [0.0, 0.1, -0.1], [0.1, -0.1, 0.0], [0.0, 0.0, 0.0], [0.1, 0.0, 0.1], [0.0, 0.1, 0.0], [0.0, 0.0, 0.0], [0.0, -0.1, 0.0], [0.0, 0.0, -0.1], [0.0, 0.0, -0.1], [0.0, 0.0, 0.1], [0.0, 0.0, 0.0]], "nbo_charge": [0.8977, 1.5483, 0.0919, 0.0498, -0.2943, -0.2922, -0.2426, -0.2710, -0.2337, -0.2704, -0.3228, -0.2269, -0.3033, -0.5605, -0.6041, -0.4088, -0.0430, -0.0611, -0.1574, 0.9129, -0.1838, -0.2798, -0.1941, -0.2239, 0.5082, -0.3685, -0.1910, 0.5133, -0.1649, -0.1852, 0.1764, 0.5011, 0.2998, -0.2192, -0.1666, -0.1857, -0.5126, -0.2284, -0.2573, 0.2209, 0.0651, 0.5790, -0.3797, 0.1830, 0.0521, -0.3374, -0.2054, 0.7413, -0.1814, 0.0571, -0.2212, -0.1901, 0.2802, -0.1394, 0.2301, 0.2768, 0.2237, 0.2333, 0.2260, 0.2353, 0.1941, 0.2231, 0.1762, 0.2349, 0.2348, 0.2317, 0.2367, 0.2086, 0.2338, 0.2307]}


Entry 2:
{"formula": "C8H16", "method": "the ωB97M-V functional and the def2-TZVPD basis", "spin_multiplicity": 1, "homo_lumo_gap_ev": 10.662, "e_lumo_ev": 1.0204, "species": ["C", "C", "C", "C", "C", "C", "C", "C", "H", "H", "H", "H", "H", "H", "H", "H", "H", "H", "H", "H", "H", "H", "H", "H"], "positions_angstrom": [[-0.9744, -0.5537, -2.2893], [-0.4851, 0.7220, -1.6072], [1.4544, -0.6940, -0.5058], [0.9386, -1.1516, 0.9147], [0.5639, 0.5483, -0.5070], [0.1014, 0.1289, 0.9778], [-1.3889, -0.0935, 1.1698], [0.6100, 1.1315, 2.0055], [-1.5612, -0.4962, 2.1679], [0.4051, 0.7713, 3.0124], [-0.0692, 1.3751, -2.3802], [0.3561, -2.0692, 0.8947], [-1.3441, 1.2484, -1.1834], [1.1466, 1.4699, -0.4545], [-1.9374, 0.8414, 1.0778], [-0.1976, -0.9839, -2.9175], [1.7202, -1.2287, 1.6684], [-1.7875, -0.8009, 0.4493], [2.5200, -0.4757, -0.5062], [-1.8246, -0.3247, -2.9275], [0.1195, 2.0936, 1.8748], [1.2368, -1.4306, -1.2734], [1.6831, 1.2764, 1.9080], [-1.2857, -1.3043, -1.5691]], "forces_ev_per_angstrom": [[0.1, 0.2, 0.0], [0.1, -0.1, 0.0], [0.3, -0.9, 0.6], [0.5, 0.4, -1.0], [-0.4, -0.1, 1.0], [-0.4, 0.9, -0.5], [0.3, 0.0, 0.1], [-0.1, -0.3, -0.1], [-0.1, 0.0, 0.1], [0.0, 0.0, 0.2], [-0.1, 0.0, 0.0], [-0.1, -0.1, 0.0], [0.0, 0.1, 0.0], [0.0, 0.0, 0.0], [-0.1, 0.1, 0.0], [0.0, -0.1, 0.0], [0.0, -0.1, 0.1], [-0.1, -0.1, -0.1], [0.1, 0.0, -0.2], [-0.1, 0.0, -0.1], [-0.1, 0.1, 0.0], [0.1, 0.0, -0.2], [0.2, 0.0, 0.0], [0.0, -0.2, 0.1]], "nbo_charge": [-0.6092, -0.4037, -0.4050, -0.4107, -0.2039, -0.0229, -0.6104, -0.5990, 0.2098, 0.2043, 0.2037, 0.2012, 0.2017, 0.1994, 0.2061, 0.2028, 0.2014, 0.2050, 0.2058, 0.2115, 0.2055, 0.2051, 0.2041, 0.1974]}


Entry 3:
{"formula": "C15H17NO2S", "method": "the ωB97M-V functional and the def2-TZVPD basis", "spin_multiplicity": 1, "homo_lumo_gap_ev": 9.222, "e_lumo_ev": 0.7371, "species": ["S", "O", "O", "N", "C", "C", "C", "C", "C", "C", "C", "C", "C", "C", "C", "C", "C", "C", "C", "H", "H", "H", "H", "H", "H", "H", "H", "H", "H", "H", "H", "H", "H", "H", "H", "H"], "positions_angstrom": [[0.8383, -3.7277, 0.5895], [2.6254, -1.2568, 0.1010], [-0.0970, 2.5042, 1.2823], [1.4405, 0.0642, 1.4873], [-2.7623, -1.1518, 0.6050], [-2.6839, 0.1035, 0.0279], [0.9122, 2.9788, -0.6419], [2.0184, 1.3097, 1.0273], [-0.7169, -0.5699, -1.2113], [0.3499, -0.2251, -2.2060], [-0.2896, 3.7263, -0.5649], [0.9815, 2.2499, 0.5073], [-1.8233, -2.1101, 0.2750], [-0.7935, -1.8332, -0.6178], [-1.6757, 0.3792, -0.8771], [1.1254, -2.2994, 1.6815], [-0.8595, 3.3926, 0.6225], [1.8087, -1.1371, 0.9872], [0.2122, -2.8995, -0.9196], [-0.6701, 4.4111, -1.2947], [1.6268, 2.9856, -1.4389], [-3.5515, -1.3855, 1.3044], [0.1737, -1.9964, 2.1209], [0.7109, 0.1332, 2.1782], [-1.7704, 3.7020, 1.0948], [0.2397, 0.8057, -2.5329], [2.5612, 1.7807, 1.8590], [-3.4103, 0.8639, 0.2744], [0.2846, -0.8741, -3.0788], [2.7285, 1.0654, 0.2346], [-0.2322, -3.7103, -1.4997], [1.3414, -0.3444, -1.7710], [-1.8772, -3.0958, 0.7164], [-1.6299, 1.3549, -1.3391], [1.0806, -2.5148, -1.4480], [1.7831, -2.6788, 2.4651]], "forces_ev_per_angstrom": [[0.1, 0.1, 0.0], [0.3, -0.1, -0.3], [0.2, -0.3, 0.4], [-0.1, 0.4, 0.2], [-0.1, 0.0, 0.1], [0.0, 0.1, 0.0], [0.1, -0.4, 0.5], [-0.1, 0.1, 0.2], [-0.1, -0.1, 0.0], [0.0, 0.0, 0.0], [-0.3, 0.0, 0.5], [0.5, 0.1, -0.8], [-0.1, 0.0, 0.0], [-0.2, 0.1, 0.0], [-0.1, 0.0, 0.0], [-0.2, -0.6, -0.4], [-0.2, 0.5, -0.7], [-0.3, 0.0, 0.4], [0.4, -0.3, 0.3], [-0.2, 0.2, -0.1], [0.2, -0.1, -0.1], [-0.1, 0.0, 0.1], [0.1, 0.1, 0.1], [0.0, -0.2, -0.1], [-0.1, 0.0, 0.1], [0.0, 0.0, 0.0], [0.0, -0.1, -0.2], [-0.1, 0.1, 0.0], [0.1, 0.0, -0.1], [-0.1, 0.1, 0.1], [0.0, 0.0, 0.0], [0.1, 0.0, 0.0], [0.0, -0.1, 0.1], [0.0, 0.1, 0.0], [-0.1, 0.0, -0.1], [0.0, 0.1, 0.0]], "nbo_charge": [0.2137, -0.6336, -0.4109, -0.6087, -0.2258, -0.2014, -0.3046, -0.2725, 0.0028, -0.6488, -0.3189, 0.2732, -0.2126, -0.0536, -0.2164, -0.6338, 0.0896, 0.6781, -0.5489, 0.2311, 0.2313, 0.2117, 0.2248, 0.4049, 0.2053, 0.2167, 0.2074, 0.2089, 0.2180, 0.2571, 0.2378, 0.2392, 0.2221, 0.2154, 0.2450, 0.2562]}


Entry 4:
{"formula": "C39H35F12I3MoN2O2P2", "method": "the ωB97M-V functional and the def2-TZVPD basis", "spin_multiplicity": 3, "homo_lumo_gap_ev": [6.259, 6.251], "e_lumo_ev": [-7.0141, -7.1352], "total_charge": 2, "species": ["I", "I", "I", "Mo", "P", "P", "F", "F", "F", "F", "F", "F", "F", "F", "F", "F", "F", "F", "O", "O", "N", "N", "C", "C", "C", "C", "C", "C", "C", "C", "C", "C", "C", "C", "C", "C", "C", "C", "C", "C", "C", "C", "C", "C", "C", "C", "C", "C", "C", "C", "C", "C", "C", "C", "C", "C", "C", "C", "C", "C", "C", "H", "H", "H", "H", "H", "H", "H", "H", "H", "H", "H", "H", "H", "H", "H", "H", "H", "H", "H", "H", "H", "H", "H", "H", "H", "H", "H", "H", "H", "H", "H", "H", "H", "H", "H"], "positions_angstrom": [[1.7469, 2.3845, -3.5872], [-2.1170, 4.7631, -0.6441], [3.0442, 7.7109, -0.8483], [1.1571, 0.6636, -0.0708], [1.8610, -1.7545, 0.7125], [-1.3617, -0.1590, 0.1278], [-3.4024, 0.5040, 6.4882], [0.7242, 0.1291, 2.8419], [-4.0613, 2.0135, -5.6100], [-5.6970, 2.5161, -4.2694], [-4.2537, 2.3289, 5.6749], [-4.5426, -6.0492, -0.5632], [-3.1604, -6.2214, -2.2284], [-4.0074, 3.8592, -4.4674], [2.6775, 0.9734, 2.4287], [0.9193, 2.2356, 2.4083], [-2.1458, 2.2536, 6.1859], [-4.9872, -5.0684, -2.4429], [2.7287, 0.0165, -1.3806], [0.0290, 2.2562, -0.2365], [2.5768, 2.3029, -0.0034], [4.7397, 0.0981, -2.3244], [3.4386, -1.7772, 1.6432], [-2.0817, 0.3244, 1.7178], [4.6909, 3.3745, 0.2092], [2.0438, 5.9065, -0.5807], [-1.9802, -3.8993, -1.4511], [-3.9996, -5.3899, -1.5951], [-4.2052, 1.8906, -2.0224], [3.7823, -3.1191, 2.2935], [0.5969, 3.4913, -0.3118], [-2.6052, 2.0532, 3.3076], [2.8580, 0.5730, -3.7308], [3.4322, 0.2188, -2.3983], [0.6857, 5.8737, -0.6984], [2.1566, -2.9379, -0.6764], [1.9999, 3.5249, -0.2085], [-1.3713, -2.7313, -1.0070], [0.5401, -4.0894, 1.8090], [-3.5082, 1.3341, -0.9585], [-0.0510, 4.6719, -0.5395], [-3.4072, -2.0622, 0.0787], [-2.4269, 1.2702, -3.5229], [-3.1683, 1.5414, 5.6762], [-2.7221, -0.2584, 3.9701], [-2.3477, -0.6414, 2.6905], [3.6118, -3.1152, -1.1288], [-2.2670, 0.7530, -1.1721], [-2.0713, -1.8104, -0.2455], [-2.8287, 1.0885, 4.2768], [-2.2235, 1.6740, 2.0334], [4.1347, 4.5996, -0.0730], [3.8819, 2.2444, 0.2245], [-3.2969, -4.1435, -1.1166], [-4.3704, 2.5622, -4.4244], [0.6910, -2.5704, 1.8848], [1.3601, 1.0235, 2.0539], [2.7515, 4.7082, -0.2988], [-1.7399, 0.7108, -2.4597], [-4.0125, -3.2294, -0.3498], [-3.6574, 1.8694, -3.2923], [-2.2984, -1.6962, 2.4524], [4.2244, -3.5720, -0.3530], [-0.2725, -2.0960, 1.7733], [4.7345, -3.0244, 2.8173], [1.7705, -3.9007, -0.3520], [4.2261, -1.4728, 0.9504], [3.3642, -1.0047, 2.4025], [-0.0574, -4.4250, 2.6600], [-2.0255, 1.2364, -4.5277], [1.4976, -4.6099, 1.8642], [-2.0485, 2.4315, 1.2813], [-1.4326, -4.6170, -2.0487], [-2.9382, -1.0068, 4.7221], [-5.1767, 2.3418, -1.8587], [1.0465, -2.2827, 2.8734], [5.1889, -0.1610, -1.4607], [0.1448, 6.7862, -0.9098], [5.7461, 3.2781, 0.4222], [-2.7243, 3.1034, 3.5505], [3.0375, -3.4102, 3.0340], [-3.9382, 1.3637, 0.0380], [-3.9782, -1.3529, 0.6649], [-0.7972, 0.2037, -2.6413], [-0.3452, -2.5377, -1.2740], [-5.0448, -3.4348, -0.0893], [0.0185, -4.4070, 0.9068], [5.3217, 0.2161, -3.1382], [4.7537, 5.4881, -0.1095], [3.8801, -3.9287, 1.5701], [2.1604, -0.1949, -4.0509], [4.0784, -2.1792, -1.4191], [1.5518, -2.6124, -1.5179], [3.6198, 0.7237, -4.4848], [3.6390, -3.7794, -1.9941], [4.2917, 1.2698, 0.4483]], "forces_ev_per_angstrom": [[0.0, 0.0, 0.0], [0.0, 0.0, -0.1], [0.0, 0.0, 0.0], [0.3, 0.5, -0.2], [-0.1, -0.4, 0.4], [-0.7, -0.1, -0.5], [0.0, 0.2, 0.0], [0.0, 0.1, 0.0], [-0.1, 0.1, 0.1], [0.1, 0.0, -0.1], [0.1, -0.1, 0.1], [0.0, 0.0, -0.1], [-0.1, 0.0, 0.1], [-0.1, -0.1, -0.1], [-0.4, 0.2, 0.0], [0.0, 0.0, 0.0], [-0.2, -0.1, 0.0], [0.0, -0.1, 0.0], [-0.5, -0.2, 0.1], [0.3, 0.1, -0.3], [0.2, 0.3, 0.1], [0.4, 0.0, -0.1], [0.0, -0.1, 0.0], [0.2, -0.2, 0.2], [0.1, 0.1, 0.0], [0.0, 0.2, -0.1], [0.1, 0.0, 0.0], [0.0, 0.0, 0.0], [-0.1, 0.0, 0.1], [0.1, 0.0, 0.1], [0.1, -0.3, 0.0], [0.0, 0.1, -0.1], [-0.2, 0.1, 0.1], [-0.1, 0.2, 0.0], [-0.1, 0.0, 0.0], [0.2, 0.2, 0.0], [0.1, -0.4, 0.1], [0.0, 0.0, 0.0], [0.0, 0.0, 0.1], [-0.1, 0.0, 0.2], [-0.4, 0.1, 0.0], [0.0, -0.1, 0.0], [0.1, 0.0, 0.0], [0.0, 0.0, 0.0], [0.0, -0.1, 0.0], [-0.1, 0.1, 0.0], [-0.1, -0.1, 0.1], [0.1, 0.0, 0.0], [0.2, 0.1, 0.2], [0.0, -0.1, 0.0], [0.0, 0.1, 0.0], [0.0, 0.0, 0.0], [-0.2, 0.0, -0.1], [0.0, 0.0, 0.0], [0.0, 0.0, 0.0], [0.2, -0.2, -0.1], [0.3, -0.3, 0.3], [0.1, -0.1, 0.1], [-0.1, 0.0, 0.0], [0.0, 0.0, 0.0], [0.1, 0.0, 0.0], [0.1, 0.0, 0.0], [0.0, 0.1, -0.1], [-0.2, 0.1, 0.0], [0.0, 0.0, 0.0], [-0.1, -0.1, 0.0], [0.0, 0.1, 0.0], [0.1, -0.1, 0.0], [0.0, 0.0, -0.1], [0.0, 0.0, 0.0], [-0.1, 0.0, 0.0], [0.1, 0.0, 0.0], [0.0, 0.1, 0.0], [0.0, 0.0, 0.0], [0.1, 0.0, 0.0], [0.0, 0.1, 0.0], [0.0, 0.0, 0.1], [0.0, 0.0, 0.0], [0.0, 0.0, 0.0], [0.0, -0.1, 0.0], [0.0, 0.0, 0.0], [0.0, 0.0, -0.1], [0.0, 0.0, -0.1], [0.1, 0.0, 0.0], [0.1, 0.0, -0.1], [0.1, 0.0, 0.0], [0.0, 0.0, 0.0], [0.0, 0.0, 0.0], [0.0, 0.0, 0.0], [0.0, 0.0, 0.1], [0.0, -0.1, 0.0], [0.0, 0.0, 0.0], [0.0, 0.0, -0.1], [0.1, -0.1, -0.1], [0.0, 0.0, 0.0], [0.0, -0.1, 0.0]], "mulliken_charge": [0.1834, 0.1517, 0.1694, -1.2730, 2.1268, 2.7855, -0.2758, -0.1403, -0.2630, -0.2578, -0.2441, -0.2464, -0.2758, -0.2423, -0.2608, -0.2129, -0.2465, -0.2432, -0.2068, 0.6105, 0.8603, -0.1911, -0.4606, 0.2898, -1.5041, -0.4320, -0.5190, 0.7208, -1.1092, -1.4507, -0.2072, -1.0496, -1.2374, 0.2270, -0.4473, -1.1032, -0.6039, -0.1837, -1.7493, -0.3411, -0.0782, -0.7501, -1.1350, 0.6213, -1.1354, -0.6679, -1.3651, 1.1478, 0.5230, 0.1318, 0.0780, -0.8109, -0.3350, 0.2030, 0.7565, 0.1583, 0.6934, 1.1247, -0.6634, -1.2389, 0.2896, 0.3943, 0.3358, -0.6086, 0.4446, 0.6652, 0.3802, 0.6025, 0.4519, 0.5234, 0.3553, -0.2305, 0.5758, 0.5577, 0.5084, 0.8293, 0.2725, 0.4406, 0.5175, 0.4626, 0.3559, 0.4381, 0.5172, 0.3608, 0.1045, 0.4803, 0.2814, 0.2487, 0.2661, 0.2746, 0.2853, 0.0616, 0.4680, 0.6834, 0.4437, 0.5569]}


The evaluated energy relative to the best compared isomer or geometry (same formula, charge and spin) for the records listed, in turn: 393.3; 10.0; 13.2; 108.6 kJ/mol.